[1]
Formula: C29H54Br18FN2O2
Source: the OMol25 dataset
Level of theory: ωB97M-V/def2-TZVPD

```
106
Properties=species:S:1:pos:R:3:forces:R:3:lowdin_charge:R:1
H -2.2573 6.0415 -0.1024 -0.051 -0.036 0.000 0.064
C 9.9285 -4.9202 -1.8313 0.168 0.050 0.238 -0.691
H -0.3443 1.6181 1.2892 0.367 -0.381 0.136 0.090
C 2.9139 0.5703 0.5680 0.205 -0.711 0.189 -0.100
H -1.3550 -3.9065 -1.4452 0.050 -0.064 -0.009 0.033
C -8.3758 6.8071 -1.8417 -0.122 -0.070 0.204 -0.680
H -5.0155 -1.3113 -7.3676 -0.044 0.045 0.014 0.058
H -1.4332 5.1189 -1.3734 -0.070 -0.045 -0.020 0.053
H 10.4552 -4.4562 -3.8591 -0.008 -0.031 0.051 0.059
H -4.5041 5.1941 -1.1209 0.044 0.038 0.009 0.014
H 1.4296 -1.8569 0.7385 -0.330 0.453 0.199 0.120
H 11.2839 1.0462 -0.2696 -0.090 -0.004 -0.066 0.053
H -6.9856 0.1126 -7.4853 0.067 -0.039 -0.002 0.060
C 1.5076 1.1680 0.3262 0.512 0.214 -0.135 -0.144
Br -1.6563 -3.4594 5.5564 -0.092 -0.007 -0.109 0.602
H -9.3219 7.1587 -1.4340 0.009 -0.047 -0.024 0.060
C 1.0319 -4.2944 5.1048 0.404 -0.255 -0.114 -0.640
H -0.6831 -5.4403 4.4045 0.094 0.022 0.005 0.050
H 7.2641 0.2581 2.6749 0.002 -0.245 -0.451 0.076
C -3.5751 5.3714 -1.6568 -0.028 -0.065 -0.205 -0.680
H 0.9509 1.1760 2.4266 -0.163 -0.410 -0.258 0.133
Br 8.3113 -3.2810 -3.5318 0.025 -0.010 -0.022 0.572
H -3.6988 1.5332 0.9952 -0.099 -0.711 0.089 0.023
C -3.4309 0.4715 1.1226 0.377 -0.532 0.299 -0.195
H 8.2093 0.9905 -0.0818 0.091 0.010 0.075 0.025
Br 9.6084 -3.9863 -0.1529 -0.073 -0.032 -0.041 0.586
H -6.3943 -2.4143 -7.2076 -0.061 0.064 0.055 0.054
H -7.7933 7.6579 -2.1828 -0.007 -0.068 -0.042 0.051
C 0.0014 2.1266 5.1677 0.270 -0.203 0.080 -0.695
H 10.6672 -3.0901 -2.7471 -0.035 -0.048 0.083 0.041
C 9.1376 1.1789 -0.6139 0.154 0.068 -0.344 -0.683
H 7.5096 -1.1042 1.4574 -0.114 0.472 0.240 0.028
Br -3.6273 -4.8011 -1.9146 0.022 0.110 0.086 0.619
H 6.4282 -1.3241 2.8253 0.448 0.497 -0.033 0.080
Br -7.9315 1.9275 -2.6476 -0.124 -0.039 0.109 0.634
H -2.5052 -2.3883 2.0893 0.149 0.031 -0.022 0.183
Br -8.4956 -0.8795 -5.8070 0.163 0.035 0.068 0.619
H 9.1176 -5.6315 -1.9579 0.015 0.061 -0.068 0.049
H 10.3843 2.0023 0.9232 -0.028 -0.007 -0.040 0.060
C 10.0525 -3.9554 -2.9804 -0.123 -0.083 -0.224 -0.688
Br -6.3371 -0.7941 -0.7319 -0.122 -0.064 -0.065 0.652
C -6.0579 1.4488 -2.4920 -0.139 0.148 -0.173 -0.706
H -3.6023 6.3649 -2.1005 0.048 -0.004 0.059 0.068
C -8.6114 5.7820 -2.9186 0.034 0.071 -0.286 -0.690
H -0.3956 -5.5043 6.1526 0.023 0.052 0.002 0.066
C -0.3473 -4.8726 5.2678 -0.111 0.100 0.216 -0.670
H -6.3309 0.3538 -5.8544 0.040 -0.053 -0.031 0.042
N -0.0963 -0.4276 1.4743 -0.434 -1.252 -0.018 0.050
H 3.3963 0.3633 -0.4067 0.012 0.287 0.527 0.136
C 0.4326 -1.6732 1.1287 0.505 -0.679 -0.656 -0.113
H 5.9117 0.1688 0.2834 -0.669 0.162 0.343 0.122
H 2.8531 -0.4238 1.0568 -0.003 0.476 -0.232 0.096
H -1.6001 -6.9392 -1.9181 -0.058 0.078 0.027 0.056
H 9.0762 2.1437 -1.1147 0.036 0.004 0.064 0.060
H 1.7881 -5.0754 5.1664 -0.069 -0.022 0.016 0.065
H -6.4726 -0.5617 -3.2078 -0.054 0.062 0.072 -0.019
C -2.4374 0.2678 2.3256 0.715 0.552 -0.920 -0.049
C 6.8085 -0.5662 2.1114 -1.391 -0.719 -0.003 -0.086
H -4.8226 -0.2955 -2.6172 -0.023 0.037 0.000 0.041
C -2.3500 5.2096 -0.7983 -0.006 0.198 0.203 -0.652
H 0.0282 2.6049 7.2884 0.019 -0.052 -0.078 0.054
H -5.5826 1.8824 -3.3698 0.047 -0.048 0.041 0.020
Br -0.4695 0.2740 5.5595 -0.047 -0.035 -0.209 0.614
Br -6.9898 5.4410 -3.9354 0.019 -0.014 0.069 0.591
Br -3.5437 4.1380 -3.1581 0.077 -0.065 0.003 0.626
H 1.1562 0.8404 -0.6691 -0.185 -0.069 0.609 0.129
Br -1.1227 -6.1669 0.4030 -0.046 -0.173 0.024 0.649
H -0.0328 -6.1170 -1.8145 -0.026 0.026 0.014 0.062
H -5.6777 1.9405 -1.6005 0.040 -0.038 -0.044 0.041
H -9.3332 6.1499 -3.6458 0.006 0.053 0.064 0.062
C -0.2882 3.0263 6.3387 -0.227 0.283 -0.050 -0.689
C 5.5526 -0.1154 1.2911 1.998 -0.897 0.730 -0.227
C 10.3497 1.1257 0.2785 -0.090 0.013 0.315 -0.668
O 3.4368 2.5562 1.7929 -0.016 -0.625 -0.032 0.111
H -1.9666 1.2294 2.5874 -0.319 -0.376 0.052 0.088
C -1.3352 -0.6814 1.8608 -2.382 0.713 1.577 -0.257
C 3.7946 1.4442 1.4822 -0.149 1.148 0.354 -0.451
C -5.8707 -0.0414 -2.4699 0.212 -0.019 0.236 -0.718
C -1.0855 -6.0595 -1.5430 0.279 0.059 0.090 -0.666
H 4.9017 -1.0077 1.2541 -0.011 0.668 -0.260 0.116
Br -7.4221 6.0385 -0.3247 0.074 0.043 -0.037 0.613
H 10.8619 -5.4603 -1.6834 -0.005 0.041 -0.053 0.059
Br 1.2305 -3.4955 3.3398 0.444 -0.289 1.153 0.806
H -0.5425 2.4099 4.2701 -0.036 0.082 0.092 0.032
H 1.2608 -3.5175 5.8289 -0.090 -0.025 -0.009 0.056
Br 9.2371 -0.1332 -2.0480 -0.135 0.007 0.141 0.608
Br 10.2767 -0.3966 1.4900 0.278 0.021 -0.076 0.638
C -5.8757 -1.5746 -6.7546 0.231 0.121 0.072 -0.670
H 1.0691 2.1093 4.9517 -0.014 0.043 0.049 0.060
C -6.7612 -0.3737 -6.5377 -0.337 -0.065 -0.135 -0.685
H -0.3550 -3.7271 1.2167 -0.529 0.534 -0.011 0.007
N -1.6198 -1.9832 1.8171 1.603 -0.505 -0.521 0.185
Br -2.1921 3.3990 6.4863 0.042 -0.079 0.028 0.620
C -0.4845 -2.6552 1.3569 -0.273 1.295 -0.782 -0.201
C 0.4943 0.9180 1.4566 0.091 0.920 -0.672 -0.087
H -2.9403 -0.1219 3.2230 0.256 0.067 -0.341 0.124
C -1.6865 -4.7669 -2.0207 -0.291 0.023 -0.257 -0.698
Br -2.4691 3.6154 0.3253 0.157 0.153 -0.126 0.712
H 1.6134 2.2664 0.2458 -0.021 -0.520 0.133 0.126
H 0.1836 3.9974 6.2001 0.035 -0.060 -0.049 0.063
H -8.9486 4.8238 -2.5321 0.058 0.048 0.058 0.015
H -1.4607 -4.6036 -3.0732 0.054 -0.059 0.033 0.063
O 4.9647 0.9834 2.0084 -1.087 -0.484 -1.419 0.009
F -2.7638 0.0439 -0.0450 -0.277 0.441 0.234 -0.083
Br -5.1273 -2.2065 -5.0707 0.033 -0.223 -0.144 0.648
H -4.3112 -0.1812 1.2182 0.225 0.458 -0.014 0.066
```
Positions in Å, forces in eV/Å.

Summary:
charge	+1

---

[2]
Formula: C29H54Br24ClN2O3P
Source: the OMol25 dataset
Level of theory: ωB97M-V/def2-TZVPD

```
114
Properties=species:S:1:pos:R:3:forces:R:3:lowdin_charge:R:1
C -7.1000 3.7020 -1.2558 0.248 -0.130 0.037 -0.760
H 1.7058 -3.9421 4.3933 -0.062 -0.068 0.042 0.040
N 0.9368 -2.1497 2.2594 0.332 0.690 -0.018 0.202
Br -8.9227 5.1191 4.2293 0.035 -0.037 -0.059 0.647
Br -2.3995 -2.5578 -7.9183 -0.076 0.047 0.089 0.604
Cl 4.0840 -3.1388 0.3139 -0.222 0.688 0.628 0.201
C -0.7440 -1.3854 -5.8949 -0.043 0.085 0.304 -0.685
H -4.1108 -1.3041 -4.0461 -0.049 -0.103 0.107 -0.006
C 2.4352 1.0248 2.6874 -0.365 -0.478 -0.285 -0.154
Br 1.0933 -2.7011 6.4667 0.104 0.042 -0.028 0.600
H 0.0204 -2.0340 -6.3160 -0.110 0.038 -0.070 0.049
Br -5.1542 3.7688 -1.3495 -0.024 0.067 0.031 0.598
C 4.1595 -0.5937 -4.3128 0.223 -0.164 -0.104 -0.691
Br -7.1239 -0.5999 -6.7038 -0.174 -0.004 -0.177 0.665
C -7.6882 3.0598 -2.4852 -0.244 0.118 0.016 -0.708
H -5.4699 -1.8215 -5.0615 0.002 -0.096 0.065 -0.029
H -6.9153 2.9494 3.9254 -0.069 -0.047 -0.056 0.011
C 14.8565 3.0540 -1.2485 -0.120 0.182 -0.191 -0.695
H 9.3723 0.0385 1.4565 0.003 0.026 -0.072 0.069
H 8.5052 1.0514 -0.7831 0.045 -0.082 0.046 0.053
Br 10.5366 0.5937 -2.1516 -0.120 -0.027 -0.022 0.639
C 9.5448 0.8966 -0.5036 0.245 0.152 -0.075 -0.668
H 3.4551 -2.1735 8.8010 0.079 0.070 -0.012 0.030
C 0.8167 -3.9754 5.0170 -0.230 0.123 0.082 -0.724
H -0.5218 -5.2603 0.5632 -0.117 0.023 -0.030 0.054
H -9.5362 -1.1834 -6.9302 0.003 0.095 0.067 0.052
H 1.3289 0.9456 2.8450 0.969 0.249 0.185 0.148
H 5.9354 -1.3768 8.8367 -0.078 -0.009 0.027 0.059
H 15.6547 3.1897 -0.5234 -0.075 -0.071 -0.008 0.050
H 14.8117 0.9217 -1.4905 0.005 0.074 0.012 0.061
N 0.9407 -0.4039 -1.0127 0.261 -0.113 0.729 0.179
H -7.4441 4.7198 -1.0965 0.004 -0.072 -0.128 0.012
H 10.7708 -0.5671 0.5466 -0.055 0.028 -0.092 0.041
Br -6.2968 -0.5887 -3.0914 0.104 -0.025 0.108 0.615
H 3.3672 1.3580 -4.7369 0.023 -0.066 0.038 0.058
Br -1.4897 -2.3118 -4.3544 0.130 -0.069 -0.041 0.665
Br -5.5528 0.8937 3.9791 0.027 0.057 -0.098 0.620
O 4.3772 1.1138 3.9447 1.162 -0.104 -0.274 -0.045
H 2.5731 1.8851 1.9855 0.363 -0.532 0.639 0.131
H 4.2362 -2.1497 10.3959 0.057 0.045 -0.063 0.059
C -2.3116 -4.1108 0.0952 0.459 -0.763 0.107 -0.764
C -6.6817 2.2377 3.1347 0.055 -0.060 0.310 -0.721
H -0.2045 -5.3483 6.3623 0.059 0.078 -0.046 0.053
C -5.0864 -1.7806 -4.0434 -0.248 0.077 -0.050 -0.723
Br -9.8293 4.7186 0.6767 -0.180 0.035 0.145 0.678
C -7.9447 1.6287 2.5837 -0.072 0.159 -0.257 -0.688
H -10.1401 6.7429 2.0970 0.082 -0.056 0.046 0.052
H -0.0306 -3.5847 4.4550 0.049 -0.077 0.013 0.029
C 4.2493 0.9103 -4.2800 -0.268 0.035 0.062 -0.669
H -6.0760 2.7285 2.3754 -0.071 -0.092 -0.037 0.047
H -0.2729 -0.4903 -5.4885 -0.067 -0.009 -0.051 0.056
C 9.7376 -0.2384 0.4679 -0.252 0.108 0.202 -0.646
Br 5.8725 -1.4135 -3.8812 -0.054 0.023 0.003 0.595
C -5.0739 -3.1566 -3.4281 0.277 0.072 0.127 -0.620
H 3.5070 1.0203 0.2612 -0.375 -0.652 0.154 0.074
C 5.0749 -0.7337 9.0186 0.161 -0.253 -0.215 -0.679
H 3.8322 -0.7601 2.4230 -0.705 0.451 0.020 0.122
C 3.9178 -1.5378 9.5527 -0.112 0.064 0.249 -0.695
C 0.5102 -5.3520 5.5432 0.130 -0.192 -0.140 -0.705
C 2.9025 -0.3239 2.0008 -1.339 0.457 -0.457 -0.237
Br 8.6844 -1.7965 -0.0448 0.404 -0.273 -0.151 0.737
Br 4.2647 1.5801 -2.4512 0.141 0.244 -0.161 0.651
Br 13.7974 1.2765 0.7311 -0.138 0.000 -0.057 0.597
H 9.9489 1.8214 -0.0931 0.005 -0.087 0.048 0.063
Br -7.5972 0.6725 0.9228 -0.029 -0.141 0.051 0.647
P 4.5106 -1.1569 -0.2335 1.284 0.285 -1.568 0.557
H 6.6078 -1.1921 0.4184 -0.333 0.362 0.116 -0.120
H 3.9238 -0.9397 -5.3188 -0.001 0.080 0.034 0.057
H -8.8424 1.7657 -6.3461 0.015 -0.099 -0.013 0.042
C 3.1465 -0.0135 0.4394 -1.456 -2.024 1.619 -0.425
H -1.4346 -0.3071 -7.6192 0.009 -0.025 0.072 0.057
H -8.8696 6.9821 0.8810 0.031 -0.028 0.075 0.063
C -8.1768 5.9808 2.6491 -0.054 0.116 0.266 -0.673
Br 2.5183 -0.3836 10.2601 0.000 -0.058 -0.098 0.604
H -10.4859 1.2391 -6.7648 0.059 -0.053 -0.030 0.058
H 4.5462 0.5117 4.6931 -0.203 0.148 -0.299 0.020
Br 13.6055 4.5262 -0.9991 0.064 -0.034 0.065 0.599
H -2.7060 -0.5947 -6.4143 0.091 -0.033 0.049 0.046
Br -9.8884 0.4556 -4.5025 0.071 0.066 -0.032 0.612
Br -4.0319 -3.2015 -1.7786 -2.208 3.313 -1.842 0.663
H 15.2563 3.1883 -2.2531 -0.036 -0.074 0.043 0.058
H -3.1655 -3.6790 0.6099 0.046 -0.100 0.103 0.028
Br 2.1184 -6.2389 6.1970 -0.037 0.019 0.081 0.592
Br -7.6706 4.2788 -4.0063 0.043 -0.089 -0.031 0.597
H -4.5791 -3.8670 -4.0921 -0.001 0.093 -0.001 0.063
C 1.7381 -1.3278 2.1503 1.687 0.163 -0.025 -0.181
C -9.5264 0.9202 -6.3589 -0.236 -0.040 0.122 -0.681
H -0.7219 -3.7622 1.4940 -0.051 -0.004 -0.067 0.011
H -8.7399 2.8221 -2.3261 0.064 0.011 0.039 0.045
H 5.3702 0.0834 9.6715 -0.113 -0.032 -0.028 0.051
H 13.2162 1.6815 -1.6580 0.058 0.072 0.045 -0.012
H 5.1407 1.2969 -4.7670 -0.012 -0.091 0.061 0.052
C 14.1653 1.7211 -1.1295 0.174 -0.173 0.090 -0.701
C -1.2444 -4.6027 1.0395 -0.028 0.156 0.203 -0.674
C -1.8190 -1.0130 -6.8836 0.112 -0.063 -0.311 -0.692
H -6.0677 -3.5247 -3.1845 0.032 0.112 -0.036 0.059
H -7.7075 6.8926 3.0166 -0.041 -0.025 -0.060 0.062
H 3.4288 -0.9949 -3.6133 0.041 0.105 0.003 0.046
Br -2.0116 -5.5917 2.5354 0.043 -0.046 -0.025 0.627
H -8.6621 2.4066 2.3219 0.064 0.016 0.060 0.003
Br 4.6505 0.0497 7.2863 -0.054 0.167 0.135 0.670
H -7.4109 5.3162 2.2551 -0.082 0.045 -0.050 0.047
H -1.8915 -3.3805 -0.5903 0.203 -0.034 0.038 0.012
C -9.2523 6.3073 1.6463 0.095 -0.050 -0.313 -0.666
H -7.1599 2.1611 -2.7943 0.022 0.084 0.052 -0.012
C -8.9945 -0.2622 -7.1287 0.201 0.112 -0.171 -0.675
C 1.8092 -0.2906 -0.2609 2.041 0.939 -0.888 -0.265
H 0.1381 -5.9901 4.7428 0.017 0.106 0.000 0.018
O 2.9856 1.2488 3.9716 -1.564 -0.060 0.064 -0.146
H -9.0103 -0.0596 -8.1992 -0.029 0.041 0.071 0.057
Br -2.9832 -5.5748 -1.0343 1.627 -2.660 1.437 0.531
H -7.3210 3.1021 -0.3742 -0.015 0.003 -0.138 -0.036
O 5.8138 -0.6894 0.7160 -1.854 -0.504 -0.182 -0.404
H -8.4134 0.9230 3.2650 0.112 0.043 0.002 0.055
```
Positions in Å, forces in eV/Å.

---

LUMO (eV)
-1.86 0.12
HOMO-LUMO gap (Ha)
0.3474 0.2980
Highest occupied orbital energy (eV)
-11.312 -7.985